Record 1
The following is a DFT calculation (ωB97M-V/def2-TZVPD) of a 4-piece molecular cluster, CH10N2O3 overall.

## Properties
Largest force on an atom: 1.836 eV Å⁻¹
SMILES: [H]/N=C\N.O.O.O
ΔE to the lowest compared entry with this formula, charge and spin: 97.3 kJ/mol

The geometry in ORCA input format:
```
! RIJCOSX wB97M-V def2-TZVPD def2/J DEFGRID3
* xyz 0 1
N -0.85 1.17 -3.03
C -1.48 1.33 -1.83
N -1.03 1.70 -0.70
H -1.12 0.33 -3.51
H 0.04 1.57 -3.31
H -2.42 0.78 -1.83
H -0.01 1.77 -0.79
H 1.05 -0.59 2.75
H 2.41 -1.18 2.99
O 1.64 -0.86 3.48
H -0.58 0.68 0.78
H 0.60 -0.44 0.68
O -0.08 -0.03 1.23
H 0.23 -2.45 0.66
H 1.70 -2.86 0.41
O 0.96 -2.38 0.03
*
```

Record 2
The following is a DFT calculation (ωB97M-V/def2-TZVPD) of C17H26BF4N5O3V as an isolated structure.

## Properties
Largest force on an atom: 1.753 eV Å⁻¹
DFT total energy: -2531.44910 Eh

The geometry in ORCA input format:
```
! RIJCOSX wB97M-V def2-TZVPD def2/J DEFGRID3
* xyz 0 4
V -0.39 1.53 0.04
C 1.26 -0.25 2.19
C 2.08 -0.38 0.90
N 2.04 0.82 0.08
C 2.80 1.98 0.51
C 2.11 2.75 1.64
N 0.67 2.93 1.40
C -0.20 2.87 2.59
C -0.40 1.40 3.07
N -0.04 0.42 2.03
H 1.84 0.32 2.93
H 1.13 -1.24 2.63
H 1.68 -1.19 0.29
H 3.10 -0.66 1.18
H 2.22 0.59 -0.89
H 2.89 2.64 -0.36
H 3.81 1.73 0.84
H 2.60 3.72 1.77
H 2.23 2.23 2.59
H 0.51 3.82 0.92
H -1.16 3.29 2.30
H 0.19 3.50 3.40
H -1.44 1.25 3.32
H 0.19 1.22 3.97
H -0.79 -0.25 1.90
N -4.88 -0.34 0.64
C -3.79 0.48 0.65
N -3.88 1.61 -0.12
O -2.81 0.22 1.35
H -5.62 -0.24 -0.03
H -4.78 -1.21 1.12
H -4.57 1.67 -0.84
H -3.01 2.09 -0.30
F -1.07 4.68 -2.51
B -0.83 3.58 -1.76
F 0.56 3.27 -1.60
F -1.48 2.40 -2.18
F -1.29 3.74 -0.37
O 0.03 -0.10 -2.07
O -0.71 -0.05 -0.79
C -0.85 -5.15 -1.12
C -1.70 -4.02 -1.04
C -1.25 -2.77 -1.36
C 0.10 -2.57 -1.79
C 0.66 -1.31 -2.17
C 1.92 -1.23 -2.71
C 2.71 -2.39 -2.88
C 2.24 -3.60 -2.47
C 0.93 -3.71 -1.93
C 0.43 -4.99 -1.56
H -1.22 -6.13 -0.85
H -2.73 -4.14 -0.72
H -1.91 -1.92 -1.29
H 2.29 -0.26 -3.01
H 3.70 -2.30 -3.31
H 2.84 -4.49 -2.57
H 1.08 -5.85 -1.65
*
```

Look up the largest force on an atom of the first one.
1.836 eV Å⁻¹

What did the second record say?
The following is a DFT calculation (ωB97M-V/def2-TZVPD) of C17H26BF4N5O3V as an isolated structure.

## Properties
Largest force on an atom: 1.753 eV Å⁻¹
DFT total energy: -2531.44910 Eh

The geometry in ORCA input format:
```
! RIJCOSX wB97M-V def2-TZVPD def2/J DEFGRID3
* xyz 0 4
V -0.39 1.53 0.04
C 1.26 -0.25 2.19
C 2.08 -0.38 0.90
N 2.04 0.82 0.08
C 2.80 1.98 0.51
C 2.11 2.75 1.64
N 0.67 2.93 1.40
C -0.20 2.87 2.59
C -0.40 1.40 3.07
N -0.04 0.42 2.03
H 1.84 0.32 2.93
H 1.13 -1.24 2.63
H 1.68 -1.19 0.29
H 3.10 -0.66 1.18
H 2.22 0.59 -0.89
H 2.89 2.64 -0.36
H 3.81 1.73 0.84
H 2.60 3.72 1.77
H 2.23 2.23 2.59
H 0.51 3.82 0.92
H -1.16 3.29 2.30
H 0.19 3.50 3.40
H -1.44 1.25 3.32
H 0.19 1.22 3.97
H -0.79 -0.25 1.90
N -4.88 -0.34 0.64
C -3.79 0.48 0.65
N -3.88 1.61 -0.12
O -2.81 0.22 1.35
H -5.62 -0.24 -0.03
H -4.78 -1.21 1.12
H -4.57 1.67 -0.84
H -3.01 2.09 -0.30
F -1.07 4.68 -2.51
B -0.83 3.58 -1.76
F 0.56 3.27 -1.60
F -1.48 2.40 -2.18
F -1.29 3.74 -0.37
O 0.03 -0.10 -2.07
O -0.71 -0.05 -0.79
C -0.85 -5.15 -1.12
C -1.70 -4.02 -1.04
C -1.25 -2.77 -1.36
C 0.10 -2.57 -1.79
C 0.66 -1.31 -2.17
C 1.92 -1.23 -2.71
C 2.71 -2.39 -2.88
C 2.24 -3.60 -2.47
C 0.93 -3.71 -1.93
C 0.43 -4.99 -1.56
H -1.22 -6.13 -0.85
H -2.73 -4.14 -0.72
H -1.91 -1.92 -1.29
H 2.29 -0.26 -3.01
H 3.70 -2.30 -3.31
H 2.84 -4.49 -2.57
H 1.08 -5.85 -1.65
*
```

Among the records above, which one has the lowest largest force on an atom?
C17H26BF4N5O3V